<i>
The following is a quantum chemistry calculation of a cluster of 2 separate species, C6H12NO in total, from the OMol25 dataset.

Calculated values
* E_LUMO: -0.15198 Ha
* net charge: +1
* HOMO-LUMO gap: 9.88 eV

Each line ends with the Löwdin charge.
Cartesian coordinates (Å):
C  2.795  2.710  0.557  -0.1052
C  -1.299  -1.585  0.157  -0.1849
C  -1.381  -0.148  0.549  -0.1751
C  0.147  -2.084  0.054  -0.1112
C  -0.578  0.779  -0.375  -0.1232
C  1.000  -1.123  -0.718  0.0192
N  0.639  0.101  -0.868  0.0843
O  1.891  2.416  -0.158  -0.0422
H  2.558  2.781  1.662  0.1025
H  -1.897  -2.051  1.037  0.1595
H  -1.829  -1.867  -0.736  0.1181
H  -2.448  0.253  0.656  0.1616
H  -0.866  0.064  1.428  0.0955
H  0.621  -1.969  1.137  0.1889
H  0.337  -3.063  -0.216  0.0964
H  -1.234  1.023  -1.163  0.1258
H  -0.192  1.637  0.060  0.0875
H  2.065  -1.364  -0.911  0.1666
H  3.893  3.011  0.189  0.1344
H  1.084  0.908  -1.444  0.2017



<ii>
The following is a quantum chemistry calculation of a cluster of 2 separate species, C6H12NO in total, from the OMol25 dataset.

Calculated values
* E_LUMO (alpha / beta): -0.19323 / -0.19322 Ha
* net charge: +1
* HOMO-LUMO gap (alpha / beta): 6.75 / 6.75 eV

Each line ends with the Löwdin charge.
Cartesian coordinates (Å):
C  1.777  -0.142  1.010  -0.1703
C  0.593  0.122  1.532  -0.0367
C  -1.137  -0.374  -2.241  -0.0092
C  -1.963  0.314  -0.148  -0.0067
C  -2.681  1.346  0.754  0.0565
C  3.853  -0.924  0.033  -0.1167
N  2.501  -0.590  0.166  0.0306
O  -1.538  0.589  -1.328  -0.0123
H  0.203  -0.852  1.813  0.0604
H  0.079  1.080  1.828  0.0708
H  -1.363  -1.439  -1.865  0.1403
H  -0.010  -0.197  -2.143  0.1402
H  -2.012  -0.702  0.179  0.1423
H  -2.592  2.295  0.341  0.0809
H  -2.299  1.253  1.739  0.0847
H  -3.665  0.971  0.550  0.1107
H  4.092  -0.898  -1.001  0.0611
H  4.647  -0.430  0.722  0.1256
H  3.981  -2.024  0.324  0.1129
H  -1.571  -0.046  -3.223  0.1351



Pick <i>: it beats the second-best structure by 2.723 eV.



<i>
The following is a quantum chemistry calculation of a cluster of 2 separate species, C5H9OP in total, from the OMol25 dataset.

Calculated values
* E_LUMO (alpha / beta): -0.05303 / -0.05301 Ha
* HOMO-LUMO gap (alpha / beta): 7.32 / 7.32 eV

Each line ends with the Löwdin charge.
Cartesian coordinates (Å):
C  3.779  -0.342  -0.235  -0.1011
C  2.603  -0.193  -0.240  -0.2418
C  -2.583  0.037  -0.322  -0.1282
C  -0.612  -1.072  0.249  -0.3144
C  0.287  0.016  0.553  -0.2945
O  -1.606  -0.860  -0.737  -0.2058
P  0.558  1.268  -0.686  0.7856
H  4.877  -0.335  -0.160  0.0095
H  -2.582  0.846  -1.130  0.1132
H  -2.274  0.373  0.700  0.0976
H  -3.523  -0.464  -0.309  0.0749
H  -0.962  -1.455  1.257  0.1527
H  0.124  -1.920  -0.107  0.1885
H  0.994  -0.036  1.371  0.0597
H  1.412  2.108  0.047  -0.0626
H  -0.492  2.027  -0.250  -0.1332



<ii>
The following is a quantum chemistry calculation of the molecule C5H9OP, from the OMol25 dataset.

Calculated values
* E_LUMO (alpha / beta): -0.01155 / 0.01140 Ha
* HOMO-LUMO gap (alpha / beta): 7.87 / 8.22 eV

Each line ends with the Löwdin charge.
Cartesian coordinates (Å):
C  0.139  -0.884  -0.347  -0.2207
C  1.577  -0.700  -0.837  -0.5464
C  0.168  1.575  0.427  -0.0671
C  -0.580  0.411  0.004  -0.5158
C  -2.021  0.240  0.433  -0.0105
O  -0.293  1.523  -0.856  0.0106
P  2.713  0.092  0.406  0.8094
H  -0.431  -1.395  -1.129  0.1158
H  0.134  -1.523  0.541  0.1108
H  1.978  -1.673  -1.143  0.0636
H  1.588  -0.061  -1.724  0.0616
H  -0.016  2.392  1.093  0.0975
H  -2.529  1.202  0.408  0.0872
H  -2.060  -0.149  1.449  0.0889
H  -2.547  -0.445  -0.229  0.0816
H  2.178  -0.606  1.506  -0.1664



<iii>
The following is a quantum chemistry calculation of a structure of composition C5H9OP, from the OMol25 dataset.

Calculated values
* E_LUMO: -0.01983 Ha
* HOMO-LUMO gap: 7.90 eV

Each line ends with the Löwdin charge.
Cartesian coordinates (Å):
C  -0.701  -1.042  -1.286  -0.1406
C  0.284  -0.552  -0.155  -0.4018
C  -0.214  1.276  0.591  -0.1841
C  0.346  -1.454  1.046  -0.1115
C  0.720  2.223  -0.052  -0.2293
O  -2.555  -0.166  0.562  -0.3706
P  -1.498  0.383  -0.282  0.7308
H  -0.351  -0.891  -2.296  0.0654
H  -1.216  -1.969  -1.086  0.0763
H  1.250  -0.265  -0.558  0.1126
H  -0.654  -1.543  1.471  0.0747
H  1.009  -1.048  1.808  0.0801
H  0.698  -2.448  0.771  0.0815
H  1.621  2.282  0.565  0.0744
H  0.247  3.207  -0.017  0.0768
H  1.014  2.006  -1.083  0.0653



Pick <ii>: it beats the second-best structure by 0.142 eV.



<i>
The following is a quantum chemistry calculation of a structure of composition C31H40MgN6O2SeSi, from the OMol25 dataset.

Calculated values
* E_LUMO: -0.01820 Ha
* HOMO-LUMO gap: 5.52 eV

Each line ends with the Löwdin charge.
Cartesian coordinates (Å):
Mg  -0.019  0.238  -0.084  0.6065
O  -2.136  -2.626  0.959  0.0602
C  -1.240  -1.958  0.485  -0.6600
O  -0.494  -1.108  1.125  -0.1293
C  -1.050  -2.004  -1.058  -0.3018
C  -1.817  -2.960  -1.793  -0.0337
C  -1.832  -2.899  -3.138  0.0055
C  -1.086  -1.881  -3.814  -0.1465
C  -1.015  -1.784  -5.216  -0.0290
C  -0.337  -0.756  -5.822  -0.0849
C  0.291  0.222  -5.033  -0.0800
C  0.238  0.142  -3.664  -0.0377
C  -0.434  -0.918  -3.028  -0.2134
N  -0.484  -0.957  -1.653  0.0581
H  -2.348  -3.708  -1.225  0.1075
H  -2.392  -3.619  -3.724  0.1206
H  -1.509  -2.542  -5.813  0.1146
H  -0.285  -0.697  -6.901  0.1013
H  0.823  1.038  -5.505  0.1024
H  0.734  0.890  -3.052  0.0857
C  2.872  -0.547  -1.175  -0.0789
N  2.186  0.219  -0.117  -0.2993
C  2.527  -0.383  1.190  -0.0629
C  2.604  1.626  -0.192  -0.1875
C  1.744  2.517  0.684  -0.1735
N  0.300  2.360  0.379  -0.3032
C  -0.052  3.128  -0.830  -0.0603
C  -0.488  2.872  1.513  -0.0656
H  3.959  -0.460  -1.056  0.1004
H  2.590  -0.160  -2.154  0.0761
H  2.585  -1.595  -1.115  -0.0153
H  3.601  -0.277  1.388  0.1020
H  2.251  -1.438  1.165  0.0622
H  1.966  0.085  2.000  0.0881
H  2.531  1.938  -1.237  0.1163
H  3.658  1.739  0.096  0.1345
H  2.043  3.564  0.565  0.1326
H  1.887  2.262  1.734  0.1190
H  0.140  4.196  -0.677  0.1017
H  -1.108  2.985  -1.053  0.0813
H  0.534  2.793  -1.685  0.0796
H  -0.196  3.900  1.752  0.1004
H  -0.326  2.244  2.389  0.1022
H  -1.545  2.855  1.259  0.0788
N  -7.342  0.253  -1.399  0.1672
C  -8.665  0.142  -1.017  -0.1905
C  -9.844  -0.024  -1.741  -0.0230
C  -11.011  -0.092  -1.008  -0.0927
C  -11.007  0.003  0.397  -0.0912
C  -9.834  0.166  1.101  -0.0135
C  -8.643  0.233  0.377  -0.2225
N  -7.340  0.385  0.829  0.1854
C  -6.609  0.388  -0.249  -0.2785
C  -5.144  0.527  -0.245  -0.1172
C  -4.408  0.724  -1.407  0.0097
C  -3.036  0.843  -1.316  -0.1113
N  -2.368  0.779  -0.161  0.0325
C  -3.083  0.569  0.953  -0.1019
C  -4.458  0.449  0.959  0.0292
H  -6.984  0.171  -2.332  0.1503
H  -9.850  -0.098  -2.821  0.1076
H  -11.953  -0.222  -1.525  0.1004
H  -11.947  -0.055  0.929  0.0996
H  -9.822  0.236  2.181  0.1125
H  -4.871  0.789  -2.383  0.1099
H  -2.439  0.978  -2.212  0.1144
H  -2.517  0.443  1.868  0.1238
H  -4.997  0.268  1.878  0.1222
C  1.415  -7.080  -0.556  -0.2509
Si  0.558  -5.659  0.313  0.0303
C  -1.294  -5.922  0.201  -0.2314
C  1.006  -5.741  2.130  -0.2425
Se  1.178  -3.713  -0.591  0.4175
H  1.084  -8.054  -0.182  0.0230
H  2.494  -7.000  -0.401  0.0200
H  1.230  -7.034  -1.631  0.0175
H  -1.583  -6.843  0.719  0.0269
H  -1.626  -5.998  -0.838  0.0196
H  -1.811  -5.083  0.674  0.0084
H  0.826  -6.740  2.541  0.0230
H  0.412  -5.021  2.698  0.0240
H  2.061  -5.492  2.272  0.0174



<ii>
The following is a quantum chemistry calculation of a structure of composition C31H40MgN6O2SeSi, from the OMol25 dataset.

Calculated values
* E_LUMO: -0.02358 Ha
* HOMO-LUMO gap: 6.47 eV

Each line ends with the Löwdin charge.
Cartesian coordinates (Å):
Mg  1.899  0.645  1.222  0.4717
O  3.279  -0.611  4.787  0.0700
C  2.586  -0.309  3.835  -0.5692
O  2.990  0.101  2.682  -0.1308
C  1.067  -0.409  3.970  -0.1593
C  0.523  -0.785  5.216  0.0161
C  -0.824  -0.910  5.323  0.0066
C  -1.640  -0.670  4.192  -0.1479
C  -3.050  -0.812  4.241  -0.0344
C  -3.806  -0.591  3.129  -0.0746
C  -3.179  -0.208  1.921  -0.0633
C  -1.825  -0.055  1.850  -0.0437
C  -1.016  -0.288  2.989  -0.1960
N  0.351  -0.154  2.897  0.1205
H  1.205  -0.964  6.035  0.1190
H  -1.289  -1.200  6.258  0.1197
H  -3.510  -1.102  5.178  0.1126
H  -4.882  -0.705  3.168  0.1037
H  -3.784  -0.017  1.043  0.1055
H  -1.355  0.289  0.942  0.0560
C  3.393  -1.512  -1.361  -0.1029
N  3.762  -0.745  -0.172  -0.2724
C  4.433  -1.648  0.771  -0.0808
C  4.664  0.338  -0.574  -0.1950
C  4.791  1.415  0.481  -0.1886
N  3.534  2.166  0.678  -0.3135
C  3.277  3.035  -0.484  -0.1056
C  3.707  3.035  1.862  -0.0961
H  4.280  -1.915  -1.871  0.0948
H  2.848  -0.880  -2.064  0.0826
H  2.753  -2.349  -1.082  0.0771
H  5.329  -2.091  0.312  0.0939
H  3.750  -2.454  1.043  0.0914
H  4.701  -1.131  1.687  0.0744
H  4.274  0.774  -1.496  0.1070
H  5.662  -0.059  -0.815  0.1301
H  5.591  2.109  0.193  0.1287
H  5.065  0.978  1.441  0.1158
H  4.137  3.694  -0.661  0.0965
H  2.384  3.623  -0.288  0.0281
H  3.101  2.443  -1.383  0.0787
H  4.552  3.717  1.703  0.0959
H  3.899  2.418  2.737  0.0884
H  2.798  3.616  2.013  0.0383
N  -2.648  -2.080  -3.710  0.1692
C  -3.510  -3.037  -4.207  -0.1897
C  -4.358  -3.057  -5.312  -0.0220
C  -5.087  -4.213  -5.505  -0.0918
C  -4.974  -5.311  -4.632  -0.0908
C  -4.130  -5.279  -3.543  -0.0140
C  -3.386  -4.117  -3.330  -0.2228
N  -2.479  -3.819  -2.322  0.1855
C  -2.072  -2.610  -2.586  -0.2791
C  -1.096  -1.874  -1.767  -0.1118
C  -0.741  -0.559  -2.035  0.0037
C  0.163  0.075  -1.205  -0.1479
N  0.714  -0.525  -0.148  -0.0026
C  0.374  -1.794  0.107  -0.1201
C  -0.516  -2.503  -0.670  0.0213
H  -2.486  -1.167  -4.095  0.1505
H  -4.449  -2.213  -5.984  0.1084
H  -5.763  -4.277  -6.348  0.1011
H  -5.567  -6.196  -4.823  0.1000
H  -4.040  -6.119  -2.866  0.1125
H  -1.173  0.002  -2.853  0.1074
H  0.421  1.117  -1.354  0.0869
H  0.824  -2.243  0.985  0.1290
H  -0.783  -3.522  -0.430  0.1204
C  -0.708  5.350  -0.814  -0.2362
Si  -1.328  3.751  -0.064  0.0399
C  -1.860  2.643  -1.489  -0.2366
C  -2.853  4.112  0.953  -0.2344
Se  0.209  2.811  1.238  0.4072
H  -1.507  5.893  -1.330  0.0272
H  0.090  5.150  -1.534  0.0202
H  -0.302  5.996  -0.032  0.0252
H  -2.689  3.099  -2.042  0.0337
H  -2.195  1.668  -1.122  0.0119
H  -1.036  2.486  -2.192  0.0167
H  -3.616  4.638  0.369  0.0285
H  -2.592  4.727  1.817  0.0273
H  -3.282  3.179  1.327  0.0169



Pick <ii>: it beats the second-best structure by 1.234 eV.



<i>
The following is a quantum chemistry calculation of the molecule C5H7N, from the OMol25 dataset.

Calculated values
* E_LUMO: -0.01886 Ha
* HOMO-LUMO gap: 7.85 eV

Each line ends with the Löwdin charge.
Cartesian coordinates (Å):
C  1.344  -1.593  0.299  0.1482
C  -0.836  -1.342  -0.383  -0.0626
C  1.456  1.232  0.920  0.0214
C  0.459  0.623  0.325  -0.2086
C  -1.865  -0.463  -0.941  -0.1491
N  0.290  -0.740  0.097  -0.2336
H  2.246  -1.102  0.676  -0.0056
H  1.163  2.156  1.367  0.0569
H  2.306  0.659  1.356  0.0658
H  -0.243  1.343  -0.070  0.0841
H  -1.796  -0.869  -2.025  0.1141
H  -1.601  0.713  -0.989  0.0869
H  -2.923  -0.617  -0.632  0.0819



<ii>
The following is a quantum chemistry calculation of the molecule C5H7N, from the OMol25 dataset.

Calculated values
* E_LUMO: 0.03646 Ha
* SMILES: N#CCC1CC1
* HOMO-LUMO gap: 11.82 eV

Each line ends with the Löwdin charge.
Cartesian coordinates (Å):
N  1.702  1.022  2.025  0.1466
C  0.600  0.788  1.764  -0.2363
C  -0.669  0.377  1.153  -0.1382
C  -0.266  -0.555  0.015  -0.3155
C  0.871  -0.189  -0.887  -0.1301
C  -0.525  -0.320  -1.442  -0.1111
H  -1.220  1.261  0.813  0.1230
H  -1.306  -0.142  1.878  0.1170
H  -0.266  -1.602  0.308  0.1371
H  1.661  -0.920  -1.029  0.1053
H  1.246  0.831  -0.821  0.1037
H  -0.974  0.621  -1.748  0.1011
H  -0.854  -1.172  -2.030  0.0975



<iii>
The following is a quantum chemistry calculation of a cluster of 2 separate species, C5H7N in total, from the OMol25 dataset.

Calculated values
* E_LUMO (alpha / beta): -0.00836 / -0.00839 Ha
* SMILES: C1=CCC=NC=1.[H][H]
* HOMO-LUMO gap (alpha / beta): 8.41 / 8.41 eV

Each line ends with the Löwdin charge.
Cartesian coordinates (Å):
C  0.489  -1.110  0.172  -0.1597
C  1.303  0.039  -0.358  -0.1309
C  1.091  1.125  0.374  -0.0221
C  0.076  1.418  1.164  -0.1463
N  -1.145  0.661  0.927  0.0454
C  -0.902  -0.532  0.547  -0.1736
H  0.886  -1.597  1.075  0.1228
H  0.372  -1.893  -0.584  0.1082
H  1.699  0.033  -1.370  0.0931
H  -1.176  0.435  -2.673  0.0403
H  0.061  2.049  2.046  0.0935
H  -1.286  0.580  -1.951  0.0184
H  -1.747  -1.221  0.493  0.1108



Pick <ii>: it beats the second-best structure by 3.210 eV.